Entry 1:
Formula: C35H56F3NO19S
Source: the Open Molecules 2025 dataset
Level of theory: ωB97M-V/def2-TZVPD

Positions of all 115 atoms, in Å:
C 0.98111 1.15288 6.47889
C -0.44789 0.65971 6.70053
C -0.58215 -0.86126 6.51676
C -1.26721 -1.29961 5.20052
C -0.49992 -2.40350 4.43920
C 0.14530 -1.88986 3.15818
C 1.02218 -2.91027 2.42034
C 2.25630 -2.27654 1.75082
C 2.68629 -2.94543 0.42199
C 2.29468 -2.06179 -0.77146
C 3.43769 -1.15124 -1.25553
C 3.15725 0.34092 -1.25539
C 1.85176 0.99083 -1.78934
C 0.54234 0.75533 -0.99906
C -0.46143 -0.12973 -1.74991
C -1.19339 0.58882 -2.89324
O -2.51977 0.98649 -2.55797
C -2.58645 2.07413 -1.66491
C 2.19624 2.45020 -1.52504
O 1.76285 3.44358 -2.09560
N 3.05346 2.50188 -0.42494
C 3.29002 1.13979 0.05211
S 4.85406 1.00687 0.92346
O 5.84894 1.89551 0.39297
O 5.15704 -0.37186 1.20303
C 4.34187 1.72188 2.56029
F 3.72733 2.90345 2.38317
F 3.49702 0.90223 3.18225
F 5.42328 1.90896 3.30568
H 1.02539 2.23967 6.39302
H 1.63621 0.86243 7.30194
H 1.39729 0.71450 5.56795
H -1.10882 1.18018 6.00581
H -0.78002 0.93317 7.70451
H -1.16400 -1.25699 7.34913
H 0.40636 -1.32138 6.56536
H -2.28828 -1.61768 5.40123
H -1.33418 -0.42058 4.55360
H 0.26506 -2.84495 5.08024
H -1.19590 -3.20842 4.18474
H -0.64635 -1.53676 2.49233
H 0.75874 -1.01858 3.41571
H 0.43482 -3.38654 1.63153
H 1.34766 -3.68356 3.11729
H 1.99572 -1.23382 1.54227
H 3.09313 -2.24000 2.44930
H 2.24363 -3.93417 0.32362
H 3.76541 -3.08428 0.44524
H 1.41187 -1.49567 -0.48614
H 2.00295 -2.69762 -1.61078
H 3.69061 -1.44227 -2.26352
H 4.33631 -1.34217 -0.67477
H 3.93498 0.79666 -1.88215
H 1.70524 0.81433 -2.84939
H 0.71811 0.33747 -0.00816
H 0.06071 1.72230 -0.85336
H -1.22874 -0.45853 -1.04209
H 0.01864 -1.03785 -2.11613
H -0.62992 1.46466 -3.23380
H -1.30833 -0.10406 -3.72833
H -2.62815 1.75718 -0.61498
H -1.73509 2.75247 -1.77129
H -3.49287 2.63867 -1.85131
H 2.85377 3.21954 0.25509
H 2.55331 0.89761 0.82651
C -5.59993 2.81076 7.10220
C -4.74563 2.98595 5.86026
O -3.72888 1.99910 6.05352
C -4.20647 1.04086 6.88394
O -3.67380 0.00667 7.10693
O -5.38726 1.43309 7.41961
H -6.65776 2.99332 6.93559
H -5.25131 3.42106 7.93699
H -5.29059 2.75325 4.94383
H -4.29393 3.97035 5.77465
C -0.07249 -1.95323 -5.79762
C 1.00233 -1.92371 -6.86625
O 2.02756 -1.13171 -6.24244
C 1.86768 -1.20678 -4.90831
O 2.64788 -0.80691 -4.09987
O 0.70129 -1.79994 -4.59617
H -0.63939 -2.87584 -5.76208
H -0.76008 -1.11087 -5.87759
H 1.40967 -2.91316 -7.07711
H 0.68445 -1.45562 -7.79266
C 6.67848 -5.19541 -2.50792
C 6.42361 -3.85502 -1.84773
O 5.00469 -3.87542 -1.65651
C 4.59417 -5.16858 -1.62607
O 3.50855 -5.53306 -1.31929
O 5.60413 -5.99041 -1.99787
H 7.63130 -5.64192 -2.23792
H 6.59329 -5.14737 -3.59495
H 6.90554 -3.76812 -0.87260
H 6.69943 -3.00443 -2.46518
C -5.20407 -0.88043 -5.51739
C -4.12237 -1.06297 -4.47006
O -3.23028 -1.98373 -5.12576
C -3.40661 -1.87166 -6.45983
O -2.69317 -2.36035 -7.27748
O -4.48703 -1.11734 -6.73737
H -5.63460 0.11655 -5.52777
H -6.00075 -1.62133 -5.43432
H -3.58364 -0.14150 -4.25642
H -4.48254 -1.48870 -3.53833
C -4.35765 6.68512 -2.59008
C -5.41711 6.72662 -1.50524
O -6.27695 5.64674 -1.88434
C -5.56812 4.77604 -2.64043
O -5.94878 3.70097 -2.96751
O -4.36459 5.30323 -2.96641
H -3.36671 6.96932 -2.24773
H -4.62847 7.28479 -3.46020
H -5.00797 6.51867 -0.51512
H -5.97915 7.65574 -1.47763

## Properties
- Total charge: 0
- Frontier orbital gap: 0.35688 hartree
- Calculated total energy: -3549.3644 Eh
- Structure (SMILES): CCCCCCCCCCC[C@H]1[C@@H](CCCOC)C(=O)N[C@@H]1S(=O)(=O)C(F)(F)F.O=C1OCCO1.O=C1OCCO1.O=C1OCCO1.O=C1OCCO1.O=C1OCCO1
- HOMO level: -9.5656 eV



Entry 2:
Formula: C5H13N2O
Source: the Open Molecules 2025 dataset
Level of theory: ωB97M-V/def2-TZVPD

Positions of all 21 atoms, in Å:
C -0.10816 -0.37154 0.07433
N -0.73138 0.14901 1.26138
C -1.42892 -1.04759 2.02714
O -2.22442 -1.79368 1.33007
C 0.68991 0.86528 -0.46215
C 1.12071 1.46671 0.87854
N 1.59742 0.50386 -1.52812
C 1.00595 0.81594 -2.75533
H 0.72561 -1.05897 0.30619
H -0.92426 -0.71627 -0.56579
H 0.39063 -2.65144 -1.96810
H -1.78612 -0.61120 2.99472
H -0.45208 -1.64390 2.35653
H -0.22095 -2.57992 -2.36903
H 0.18191 1.16300 1.32658
H 1.05445 2.56441 0.84474
H 2.02871 1.18112 1.41766
H -0.15496 1.56653 -0.67424
H -0.01024 0.33655 -2.98488
H 1.62371 0.43587 -3.60118
H 0.77562 1.88475 -3.09419

## Properties
- Total charge: -2
- Expectation value of S²: 0.756
- Frontier orbital gap (spin up / spin down): 0.20108 / 0.19980 hartree
- Calculated total energy: -382.7221 Eh
- 2S+1: 2
- HOMO level (spin up / spin down): 1.7954 / 1.8370 eV
- ΔE to the lowest compared entry with this formula, charge and spin: 4.769 eV